DFT (ωB97M-V/def2-TZVPD) results for the molecule C20H27FN4O4.

```
56
Properties=species:S:1:pos:R:3:nbo_charge:R:1
F -0.12146 4.57161 -1.09982 -0.321
O 3.15276 -1.05127 -1.07946 -0.530
O -2.08014 -0.27557 2.65928 -0.637
O 2.16670 3.68024 2.96874 -0.668
O 0.91377 -0.72074 0.37544 -0.628
N -0.40427 -1.93521 -1.00455 -0.460
N -0.76302 2.09339 3.71838 -0.136
N -1.64195 0.58303 0.59970 -0.609
N 0.22042 2.95930 4.03258 -0.340
C 0.31070 3.36832 -1.52194 0.390
C 1.93978 -1.43384 -1.66500 0.016
C -1.83703 1.86211 4.66299 -0.399
C 3.63271 -1.97023 -0.11517 -0.253
C -0.13752 -4.38207 -1.34924 -0.624
C 0.61120 2.05385 1.99651 -0.370
C -3.74681 -0.65432 0.22053 -0.620
C 1.20094 0.89592 -2.38843 0.042
C 1.66608 -0.46943 -2.82800 -0.443
C -0.56135 1.53511 2.50770 0.062
C -0.11317 1.29395 -2.60325 -0.236
C 1.04215 2.92799 3.00101 0.423
C 0.78074 -1.35670 -0.65301 0.674
C -2.27728 -0.48871 -0.15755 -0.035
C -1.52437 -1.82627 -0.06259 -0.239
C -0.48183 -3.03316 -1.96622 -0.207
C -0.57457 2.53158 -2.16902 -0.295
C 1.62734 3.01308 -1.29737 -0.280
C 2.06394 1.77184 -1.73046 -0.194
C -1.48785 0.52086 1.94507 0.667
H -1.49831 -3.04668 -2.36403 0.202
H -1.81501 2.68252 5.37391 0.221
H -4.24527 0.31469 0.21589 0.218
H 2.20731 4.16926 3.79972 0.488
H 4.61349 -1.61860 0.19556 0.199
H 2.28330 3.69566 -0.77365 0.240
H 0.91511 -0.90674 -3.48768 0.211
H -1.59528 2.85059 -2.33218 0.233
H -4.24496 -1.30236 -0.50295 0.201
H -1.17813 -1.97712 0.96052 0.239
H 2.97488 -2.01573 0.75384 0.193
H -0.24908 -5.18203 -2.08216 0.218
H -0.99169 1.17084 0.10072 0.417
H -2.22042 -2.63045 -0.30132 0.203
H -0.79003 -4.60220 -0.50357 0.214
H -0.79446 0.62722 -3.12015 0.212
H 3.73632 -2.97038 -0.55475 0.158
H 3.08399 1.46599 -1.54069 0.234
H 0.89252 -4.38802 -0.98782 0.208
H -1.70008 0.91315 5.17788 0.215
H -2.79341 1.84080 4.14653 0.215
H 2.59526 -0.39528 -3.39622 0.235
H -2.22611 -0.16607 -1.20020 0.201
H 0.16609 -2.82852 -2.81544 0.202
H 1.10690 1.77687 1.08376 0.254
H 2.03796 -2.45562 -2.05600 0.179
H -3.84749 -1.08644 1.21364 0.239
```

* HOMO-LUMO gap: 8.9 eV
* E: -1398.18706 Ha
* ΔE to the lowest compared entry with this formula, charge and spin: 23.9 kJ/mol
* charge: 0
* structure (SMILES): CCN(C[C@@H](C)NC(=O)c1cc(O)nn1C)C(=O)[C@@H](Cc1ccc(F)cc1)OC

***

DFT (ωB97M-V/def2-TZVPD) results for a cluster of 3 separate species, C20H27FNO6S in total.

```
56
Properties=species:S:1:pos:R:3:nbo_charge:R:1
S 4.38474 0.42690 -0.76201 0.840
F 7.99742 2.39835 1.29213 -0.308
O -4.87896 1.39111 -2.32588 -0.606
O 3.16683 -3.74292 1.86441 -0.516
O -6.82824 1.62860 -1.28821 -0.504
O 2.20252 -2.12819 3.04761 -0.612
O 8.10778 3.07437 -0.90540 -0.459
O 5.43053 2.38576 -2.28227 -0.379
N 5.82707 2.94144 -0.01770 -0.725
C 3.61596 -5.09885 1.69428 -0.069
C -0.96030 -0.05957 0.54709 -0.227
C -9.13119 2.15156 -1.87320 -0.638
C 3.25320 0.48729 0.71850 -0.589
C 1.70445 0.73809 0.36378 -0.133
C -0.32684 2.27374 -0.77137 -0.230
C 1.21460 2.01774 -0.43042 -0.205
C -6.22616 3.17916 -3.09287 -0.745
C 5.72266 -0.79854 -0.34333 -0.305
C 6.68554 -1.68418 -0.12534 -0.062
C -1.39024 1.23047 -0.25473 0.051
C 0.59237 -0.31001 0.84654 -0.176
C 1.71069 -4.33421 3.74982 -0.748
C 2.57279 -5.92848 0.97399 -0.639
C 7.32982 2.80432 0.07018 0.938
C 5.26693 2.03853 -1.05712 0.508
C -5.91256 2.01920 -2.19214 0.813
C -7.98332 2.39946 -0.91594 -0.069
C -2.95388 1.49479 -0.57747 -0.673
C 2.39725 -3.31890 2.88302 0.816
H -6.65522 2.80406 -4.02437 0.253
H -5.29459 3.70770 -3.31262 0.245
H -10.02276 2.69645 -1.55417 0.225
H -3.33888 0.78110 -1.39523 0.293
H -3.11580 2.59225 -0.92486 0.224
H -3.62244 1.32855 0.35125 0.234
H 2.24711 -5.27638 3.83426 0.225
H 3.91526 -5.53568 2.65084 0.186
H -8.88172 2.46136 -2.88979 0.209
H 1.64452 -5.99194 1.54477 0.213
H -8.26953 2.06151 0.08354 0.203
H 3.30567 -0.57254 1.20995 0.332
H 4.52057 -5.04874 1.08234 0.197
H -9.36712 1.08453 -1.91690 0.224
H -6.89496 3.91325 -2.64948 0.221
H 5.71255 3.90358 -0.42270 0.447
H 7.63466 -2.32402 -0.33140 0.317
H -1.76903 -0.81083 0.90880 0.251
H 2.94118 -6.94183 0.79844 0.231
H 0.70554 -4.51510 3.36299 0.254
H -0.66348 3.20034 -1.38261 0.250
H 3.62428 1.23744 1.52666 0.293
H 2.03924 2.77041 -0.75782 0.207
H 2.32164 -5.47318 0.01173 0.221
H 0.91733 -1.26740 1.43554 0.260
H -7.73370 3.46002 -0.82257 0.178
H 1.63929 -3.93112 4.76358 0.257
```

* HOMO-LUMO gap: 5.8 eV
* E: -1781.85617 Ha
* ΔE to the lowest compared entry with this formula, charge and spin: 795.6 kJ/mol
* charge: +1

***

DFT (ωB97M-V/def2-TZVPD) results for a structure of composition C20H27HfN8S2.

```
58
Properties=species:S:1:pos:R:3:nbo_charge:R:1
Hf -0.61794 -0.00826 0.19902 2.151
S -2.68994 1.63404 0.85572 -0.234
S -2.69084 -1.64516 -0.27558 -0.235
N -0.04514 -2.26306 0.81202 -0.513
N -2.68714 2.62914 3.28462 -0.771
N -0.07294 2.23264 -0.27568 -0.526
N -0.92634 -0.25156 2.36292 -0.424
N -2.89644 -2.51736 -2.73768 -0.769
N -1.50474 0.70964 3.09872 -0.447
N -1.19894 0.40944 -1.85638 -0.433
N -1.82234 -0.52856 -2.58328 -0.447
C -1.53854 1.97114 -3.71988 -0.693
C -1.14144 -1.69556 4.33742 -0.691
C 0.43336 -3.24016 0.04772 0.086
C 0.99356 -4.57926 1.93732 -0.132
C 0.46746 -3.58886 2.74252 -0.205
C 3.91956 -0.47286 -0.69468 -0.598
C 2.13726 0.22594 -2.30488 -0.608
C 0.96186 -4.41256 0.55862 -0.227
C 2.42046 -0.55166 -1.01378 -0.198
C 1.62286 -0.03066 0.19932 -1.054
C -1.01754 1.59404 -2.37388 0.319
C 1.01106 4.32984 0.06812 -0.226
C -2.22174 1.63484 2.50422 0.298
C -2.41344 -1.52726 -1.96478 0.299
C 0.55826 3.10094 0.51052 0.084
C -0.06284 -2.43836 2.14982 0.154
C -0.69384 -1.39796 2.94432 0.311
C 0.82276 4.66224 -1.26988 -0.131
C -0.29594 2.56174 -1.56578 0.162
C 0.15486 3.77804 -2.09238 -0.207
H 0.47976 -3.68546 3.81572 0.239
H -2.28234 1.24064 -4.02418 0.270
H 1.20166 5.59474 -1.65908 0.239
H -3.43664 3.19864 2.92912 0.411
H 0.37566 -3.07206 -1.02158 0.219
H -3.57294 -3.14506 -2.33798 0.412
H -2.58364 2.54034 4.28272 0.408
H -0.32054 -1.62226 5.04782 0.251
H 0.01046 3.99954 -3.13768 0.240
H 1.34326 -5.17336 -0.10078 0.243
H 2.21086 1.30094 -2.13548 0.197
H 2.02096 0.97554 0.40292 0.212
H 4.21436 0.55964 -0.52148 0.202
H 2.87166 -0.04896 -3.06138 0.221
H 2.17966 -1.60766 -1.19778 0.183
H -1.99354 2.95624 -3.68388 0.241
H 1.51216 5.00154 0.74442 0.243
H 0.71146 2.78564 1.53842 0.222
H 4.52136 -0.86306 -1.51188 0.208
H 4.14376 -1.04876 0.20162 0.206
H 1.41586 -5.46956 2.37402 0.239
H -1.90224 -0.97426 4.62462 0.271
H -2.87034 -2.40746 -3.73798 0.409
H 1.15026 -0.00336 -2.70848 0.200
H -0.74024 1.98054 -4.45988 0.251
H 1.93316 -0.64026 1.06632 0.227
H -1.55904 -2.69706 4.38722 0.239
```

* HOMO-LUMO gap: 6.7 eV
* E: -2060.66909 Ha
* ΔE to the lowest compared entry with this formula, charge and spin: 133.9 kJ/mol
* charge: +1

***

DFT (ωB97M-V/def2-TZVPD) results for a structure of composition C20H27MgN2O3PS.

```
55
Properties=species:S:1:pos:R:3:nbo_charge:R:1
S -0.19981 -2.34023 0.26309 2.302
P -1.10379 1.40364 1.97178 0.732
Mg 0.56895 0.72364 0.13709 1.693
O 3.26572 -1.16106 -0.57464 -0.643
O -0.95713 -1.86950 1.40544 -0.957
O -0.90836 -2.73198 -0.92706 -0.908
N 1.01406 -1.27221 -0.08846 -1.116
N 1.14866 1.92616 -1.37746 -0.595
C 1.77567 -5.47880 1.94403 -0.193
C 1.30046 1.09506 -2.62399 -0.219
C 0.69099 -4.69679 1.52422 -0.211
C -2.55253 0.80634 -0.33613 -0.078
C -2.68649 0.90067 1.16421 -0.713
C -3.71584 0.92265 -1.12817 -0.223
C -1.37074 3.22053 2.02948 -0.939
C 3.08875 -5.11291 1.59896 -0.207
C 2.25491 -3.16315 0.44790 -0.169
C 0.28781 3.12174 -1.65337 -0.418
C -1.52004 0.88737 3.67295 -0.935
C -1.22415 0.48041 -2.31111 0.047
C 0.96576 -3.56352 0.76210 -0.225
C 0.08284 0.23560 -3.01756 -0.474
C 2.28857 -1.79710 -0.14289 0.662
C -1.31415 0.61973 -0.93186 -0.625
C 3.33575 -3.95921 0.84644 -0.159
C -3.62435 0.82592 -2.51195 -0.237
C 2.49141 2.31967 -0.85206 -0.439
C -2.39502 0.54949 -3.10035 -0.248
H 2.14414 0.41467 -2.45627 0.227
H -0.07004 0.37948 -4.09501 0.210
H 3.91904 -5.74067 1.92763 0.221
H -3.46768 1.61924 1.45380 0.220
H 2.75436 3.33105 -1.19662 0.202
H -0.34024 -4.93872 1.77772 0.235
H 0.88851 4.03871 -1.56095 0.191
H 1.56354 1.78358 -3.44588 0.183
H 1.59816 -6.36261 2.55714 0.221
H -0.45477 3.69037 2.41321 0.226
H -1.57294 3.61768 1.02573 0.243
H -1.69828 -0.19664 3.65547 0.259
H -0.66983 1.10943 4.32890 0.229
H 4.34237 -3.64905 0.56910 0.234
H -2.41610 1.41433 4.02775 0.228
H -2.20930 3.45059 2.69942 0.229
H 0.36721 -0.82414 -2.88230 0.237
H 2.49514 2.33029 0.25323 0.177
H -2.93175 -0.08737 1.58951 0.251
H -2.30344 0.42687 -4.17942 0.194
H -0.54193 3.19123 -0.93693 0.216
H 1.49359 0.73488 2.14186 0.008
H 2.18192 0.67787 1.73578 -0.014
H -4.51171 0.94922 -3.12778 0.206
H 3.25416 1.59947 -1.18282 0.244
H -0.13545 3.04728 -2.66481 0.225
H -4.66662 1.10080 -0.61811 0.194
```

* HOMO-LUMO gap: 7.5 eV
* E: -2053.16119 Ha
* ΔE to the lowest compared entry with this formula, charge and spin: 0.0 kJ/mol
* charge: 0